[1]
# C24H72F2K2NO36P8S2

A structure of composition C24H72F2K2NO36P8S2 at a distorted geometry (ωB97M-V with the def2-TZVPD basis set, the Open Molecules 2025 dataset).

Structure (XYZ):
```
147
C24H72F2K2NO36P8S2 ωB97M-V with the def2-TZVPD basis set
K 0.2808 -0.0870 -3.5937
K 3.3000 -1.6775 -2.2962
N 1.6918 0.2076 -1.1649
S 1.0691 -0.5068 0.2454
O -0.1681 0.0852 0.7982
O 1.9811 -1.0870 1.1804
F 0.5061 -1.8726 -0.4526
S 1.9636 1.5138 -0.4574
O 3.0488 1.5677 0.5015
O 0.8425 2.3873 -0.1932
F 2.7026 2.1258 -1.7121
C 1.7859 -4.6451 0.8888
O 2.0561 -5.9133 0.3583
P 2.0942 -6.1141 -1.2411
O 2.9329 -5.1180 -1.9867
O 2.6652 -7.6640 -1.4743
C 3.9931 -7.9788 -1.3275
O 0.5454 -6.0616 -1.6775
C -0.4328 -6.8968 -1.1055
H 1.3706 -4.0157 0.1016
H 2.6455 -4.2103 1.3987
H 1.1694 -4.6307 1.7875
H 4.2822 -8.1316 -2.3673
H 4.0711 -8.8806 -0.7203
H 4.6572 -7.1482 -1.0884
H -1.3362 -6.6893 -1.6790
H -0.3979 -6.6456 -0.0455
H -0.2188 -7.9607 -1.2076
C -1.6278 3.8353 -2.1599
O -0.9551 2.9724 -3.0785
P -1.0420 3.1431 -4.7077
O -0.5679 1.9341 -5.4113
O -2.6487 3.4652 -4.8986
C -3.5729 2.4420 -4.7977
O -0.3524 4.5610 -5.0642
C -0.4506 5.1852 -6.2979
H -0.9589 4.2872 -1.4275
H -2.3967 3.2805 -1.6222
H -2.0955 4.7352 -2.5593
H -3.0303 1.5562 -4.4677
H -4.0826 2.2225 -5.7358
H -4.3074 2.7334 -4.0469
H -1.2563 4.7347 -6.8776
H 0.3701 5.0440 -7.0012
H -0.7412 6.2354 -6.2694
C 2.3187 9.4232 -3.9375
O 2.0456 8.6023 -2.8215
P 3.1877 7.5768 -2.2268
O 4.0378 6.8707 -3.2127
O 4.1342 8.3766 -1.1876
C 5.5015 8.7857 -1.4363
O 2.3009 6.6288 -1.2552
C 2.7693 5.2861 -1.1892
H 1.4337 9.3993 -4.5734
H 3.1280 9.0830 -4.5836
H 2.5024 10.4286 -3.5585
H 5.3388 9.8502 -1.6052
H 5.9753 8.4144 -2.3450
H 6.0081 8.5637 -0.4971
H 2.6573 4.7576 -2.1360
H 2.3296 4.7650 -0.3388
H 3.8321 5.3098 -0.9488
C 0.5889 5.1291 2.0927
O 0.5140 3.8544 2.6575
P -0.3042 3.7246 4.1114
O -0.1241 4.8873 5.0313
O -1.8766 3.5013 3.7809
C -2.7951 3.4828 4.9081
O 0.1219 2.2279 4.5884
C -0.2779 1.0911 3.9101
H -0.0355 5.8697 2.5924
H 0.3642 5.1866 1.0276
H 1.6291 5.4547 2.0876
H -2.2481 3.3804 5.8454
H -3.4515 2.6148 4.9706
H -3.3462 4.4129 5.0472
H -0.9382 1.2346 3.0548
H -1.0008 0.5349 4.5070
H 0.5181 0.4604 3.5143
C -2.2063 -3.3488 -1.2998
O -3.3273 -2.9525 -2.0781
P -2.9004 -2.5283 -3.6114
O -1.9217 -1.4216 -3.6952
O -2.4608 -3.9877 -4.2554
C -3.2283 -5.1617 -4.0504
O -4.3333 -2.1996 -4.2856
C -4.9267 -0.9331 -3.9500
H -1.2836 -3.3607 -1.8800
H -2.5462 -4.3624 -1.0868
H -2.0973 -2.7613 -0.3882
H -3.5967 -5.7188 -4.9118
H -4.0360 -5.0192 -3.3324
H -2.6329 -5.9274 -3.5531
H -5.0612 -0.3840 -4.8819
H -4.2935 -0.3473 -3.2837
H -5.9044 -1.0941 -3.4957
C 5.5301 0.0806 2.1502
O 6.7953 -0.4630 2.3784
P 7.1833 -1.5501 3.5630
O 8.4727 -2.2431 3.4221
O 7.0155 -0.5348 4.8481
C 7.1090 -0.9056 6.1649
O 5.8452 -2.5320 3.7404
C 5.9154 -3.7079 4.5734
H 5.3013 -0.2002 1.1221
H 5.5173 1.1679 2.0745
H 4.7526 -0.1713 2.8714
H 7.8120 -0.1704 6.5564
H 7.5399 -1.8962 6.3104
H 6.1862 -0.9410 6.7440
H 5.5931 -4.6063 4.0470
H 5.2843 -3.6063 5.4563
H 6.9275 -3.9404 4.9048
C -5.1025 -1.2003 0.4304
O -5.5647 0.1380 0.7207
P -5.2498 1.4837 -0.2163
O -5.7117 1.3277 -1.6426
O -3.6691 1.5869 0.0172
C -3.0934 1.7956 1.2974
O -5.8494 2.6627 0.7275
C -5.7421 4.0233 0.5121
H -4.7971 -1.4254 -0.5914
H -5.9686 -1.7849 0.7407
H -4.2610 -1.4537 1.0752
H -2.1434 2.3150 1.1717
H -2.8091 0.8606 1.7801
H -3.7605 2.2701 2.0170
H -6.0262 4.3744 -0.4800
H -4.6857 4.2920 0.5120
H -6.2464 4.6595 1.2395
C -0.8618 -7.7191 3.2365
O -1.4442 -6.7993 2.2651
P -2.1983 -5.4027 2.7017
O -2.8171 -5.4524 4.0702
O -3.1726 -5.2276 1.4240
C -4.3345 -6.0369 1.2470
O -1.0599 -4.2262 2.5647
C -1.4516 -2.8254 2.7000
H -0.5154 -7.1043 4.0673
H 0.0324 -8.2425 2.8980
H -1.4873 -8.4088 3.8032
H -4.5074 -6.3164 0.2077
H -5.1953 -5.4955 1.6394
H -4.1740 -6.9701 1.7869
H -0.9663 -2.4045 1.8194
H -0.9209 -2.5118 3.5989
H -2.4933 -2.5421 2.8504
```

Computed properties:
HOMO-LUMO gap (spin up / spin down): 3.54 / 10.02 eV
E: -8648.3970 Eh
2S+1: 2
expectation value of S²: 0.75

[2]
# C24H72N10O12

A structure of composition C24H72N10O12 at a distorted geometry (ωB97M-V with the def2-TZVPD basis set, the Open Molecules 2025 dataset).

Structure (XYZ):
```
118
C24H72N10O12 ωB97M-V with the def2-TZVPD basis set
C -1.7136 2.9426 2.9729
O -1.7011 1.5328 3.0354
H -2.7306 3.2456 2.8910
H -1.1051 3.3639 2.2082
H -1.3707 3.3798 3.8561
H -2.6077 1.2125 3.2201
C 3.9575 -1.0213 -1.1082
O 5.2119 -0.9284 -0.6383
N 2.9609 -0.6904 -0.3306
N 3.3373 -2.0090 -1.6347
H 3.4925 -0.4632 0.5642
H 2.8396 0.3538 -0.4389
H 4.1369 -2.7431 -1.9091
H 3.0830 -1.7315 -2.7324
C -0.2144 -2.5163 -1.7365
O -1.4328 -2.7280 -1.1497
N 0.7288 -3.2970 -1.3729
N 0.4476 -1.4526 -1.3496
H 0.1455 -4.0976 -0.9425
H 1.1432 -3.8483 -2.2074
H -0.3103 -0.9077 -0.8081
H 0.5303 -0.7698 -2.1729
C -4.7185 1.1804 2.8272
O -4.4126 1.1479 1.4482
N -5.7051 1.8592 3.3997
N -4.1172 0.3421 3.6199
H -6.3313 2.3642 2.8071
H -5.8646 1.9029 4.4042
H -3.5465 -0.3664 3.1486
H -4.3821 0.2577 4.6289
C 2.1313 -0.2069 -3.7968
O 0.8326 0.0616 -3.5262
N 3.0641 0.6437 -3.4290
N 2.7394 -1.3428 -3.9950
H 2.6858 1.5820 -3.4515
H 4.0725 0.5298 -3.6313
H 2.0508 -1.8311 -4.6474
H 3.6754 -1.4688 -4.4573
C -1.4485 -2.3011 2.3285
O -2.4030 -1.2692 2.1612
N -0.6752 -2.3942 3.3448
N -1.0355 -3.1981 1.4776
H -0.9252 -1.7203 4.1090
H -0.2307 -3.2827 3.6711
H -1.6509 -3.2519 0.6241
H -0.8282 -4.1600 1.8929
C 5.1609 2.5304 -1.4927
C 3.9458 2.8748 -0.6972
C 2.7947 3.4571 -1.4702
O 3.4684 1.9377 0.0711
H 5.9331 2.2863 -0.6780
H 5.4436 3.4600 -1.9208
H 5.1023 1.6837 -2.1611
H 4.2362 3.6333 0.0219
H 2.0243 3.7432 -0.7788
H 2.4564 2.7257 -2.2110
H 3.0742 4.3449 -1.9957
H 3.3677 2.3317 0.9580
C -2.7260 -2.7492 -6.1256
C -2.2309 -2.7490 -4.6847
C -1.8928 -4.1962 -4.2523
O -1.3132 -1.9668 -4.4583
H -3.3253 -1.8219 -6.3342
H -3.4816 -3.6332 -6.1337
H -1.8957 -2.9814 -6.7300
H -3.1064 -2.3669 -4.1756
H -1.6549 -4.1269 -3.2251
H -0.9545 -4.4865 -4.8081
H -2.6757 -4.9236 -4.3746
H -1.5123 -1.1047 -4.8370
C -0.1761 2.0528 -0.4068
C -1.3697 1.1036 -0.2538
C -2.1811 0.7572 -1.5278
O -1.0398 0.0285 0.2991
H -0.3224 3.0517 -0.7472
H 0.5286 1.5064 -1.0437
H 0.3066 2.1272 0.5706
H -2.0845 1.6784 0.3594
H -1.6790 0.1384 -2.2688
H -2.5368 1.6482 -2.0608
H -3.0507 0.2244 -1.0816
H -1.6642 -0.0060 1.0150
C 1.5861 0.6874 2.5043
C 2.8688 -0.0372 3.0166
C 2.5577 -1.0085 4.1467
O 3.6901 -0.5053 2.1598
H 1.8623 1.2534 1.6933
H 1.1827 1.2904 3.3535
H 0.7668 -0.0009 2.3271
H 3.4769 0.6565 3.5570
H 1.8640 -1.7182 3.7610
H 2.0635 -0.7308 5.0658
H 3.3613 -1.5904 4.3588
H 4.4761 -0.8689 2.6130
C -5.6514 -1.7043 -1.9549
C -4.4290 -2.3934 -1.5325
C -4.3560 -2.6527 -0.0478
O -4.4068 -3.5261 -2.0558
H -5.5863 -1.2475 -2.9597
H -5.8100 -0.8455 -1.3060
H -6.5332 -2.3392 -1.9308
H -3.5586 -1.8596 -1.9414
H -3.3786 -3.0164 0.2307
H -5.0213 -3.3752 0.4010
H -4.4051 -1.7368 0.5662
H -4.8348 -4.0490 -1.3865
C 1.4211 4.2771 2.7880
C 2.8927 4.1073 3.2225
C 3.0632 3.6398 4.6896
O 3.5120 3.2634 2.4976
H 0.9043 5.0807 3.3452
H 0.8998 3.3247 2.9384
H 1.5401 4.6238 1.7489
H 3.4062 5.0030 2.9268
H 2.4637 4.1438 5.4695
H 4.1908 3.5612 4.9229
H 2.6875 2.6520 4.7180
H 4.4584 3.5232 2.5586
```

Computed properties:
HOMO-LUMO gap: 6.81 eV
E: -2407.3822 Eh
2S+1: 1
energy above the lowest of the compared OMol25 structures with the same formula, charge and spin: 1680.3 kJ/mol

[3]
# C24H72O22

A cluster of 12 separate species, C24H72O22 in total at a distorted geometry (ωB97M-V with the def2-TZVPD basis set, the Open Molecules 2025 dataset).

Structure (XYZ):
```
118
C24H72O22 ωB97M-V with the def2-TZVPD basis set
O -5.1248 1.3225 2.1922
C -4.6452 2.7189 2.1657
C -3.7248 2.9072 3.3334
O -2.4268 2.4117 3.0600
H -4.8340 0.7772 1.4560
H -4.1978 2.9757 1.1972
H -5.4882 3.4089 2.2645
H -4.1373 2.3142 4.2088
H -3.7167 3.9913 3.6381
H -1.8352 3.1765 2.7484
O 4.3242 2.8975 -4.9416
C 3.5302 2.1356 -4.0013
C 4.3911 1.0380 -3.3599
O 4.9135 0.1467 -4.2755
H 4.7561 2.2560 -5.5005
H 3.1107 2.8108 -3.2456
H 2.6464 1.5806 -4.3699
H 3.8824 0.5809 -2.4368
H 5.1782 1.5970 -2.9306
H 4.2270 -0.2834 -4.7616
O 1.0511 -3.1604 1.9258
C 1.3277 -4.2693 1.0914
C 0.5721 -5.5159 1.4621
O -0.8440 -5.2239 1.4492
H 0.1078 -3.1358 2.1566
H 1.1781 -4.0268 0.0213
H 2.4071 -4.4581 1.1682
H 0.7472 -5.6626 2.5593
H 0.8355 -6.4686 0.9288
H -1.0017 -4.9309 0.5132
O -2.4417 -0.1004 -4.4203
C -1.5250 -0.0087 -3.3404
C -0.2076 0.5620 -3.7587
O 0.2990 -0.0693 -4.9622
H -3.0825 0.6515 -4.5183
H -1.8959 0.5110 -2.4464
H -1.3141 -0.9882 -2.9878
H 0.4961 0.2852 -2.9747
H -0.2325 1.6358 -3.9706
H -0.3296 -0.0571 -5.6913
O -1.8737 -2.0886 -0.5230
C -3.2715 -2.4759 -0.5729
C -4.1477 -1.2900 -1.0064
O -3.9730 -0.0967 -0.1918
H -1.6762 -2.0371 0.4176
H -3.4484 -3.1667 -1.3866
H -3.6021 -2.9054 0.3855
H -5.2202 -1.5327 -0.7674
H -4.0075 -1.0464 -2.0827
H -3.0492 0.0957 -0.2366
O -1.6465 -1.8044 2.5792
C -2.5625 -2.5492 3.3290
C -4.0145 -2.0683 3.1263
O -4.0887 -0.8992 3.8144
H -1.4627 -0.9164 2.9090
H -2.3984 -3.5319 2.9328
H -2.4043 -2.4916 4.4074
H -4.6562 -2.8545 3.5592
H -4.3751 -1.9586 2.1022
H -4.4937 -0.1600 3.3605
O 3.0845 1.4655 0.6368
C 4.2958 1.9548 1.1579
C 5.5786 1.5631 0.3170
O 6.6706 2.2747 0.8773
H 3.0642 0.5765 1.0937
H 4.2480 3.0504 1.2298
H 4.5494 1.5833 2.1732
H 5.4345 1.9929 -0.6800
H 5.7812 0.4826 0.2490
H 7.5043 1.7708 0.9852
O 1.5059 -1.7422 -1.7544
C 1.4085 -2.8686 -2.6545
C 2.4067 -2.9638 -3.7641
O 2.5753 -1.6869 -4.3867
H 2.3508 -1.3179 -1.9272
H 1.4173 -3.7565 -2.1173
H 0.3969 -2.8673 -3.0547
H 2.0232 -3.6366 -4.5337
H 3.3877 -3.3682 -3.3886
H 1.6996 -1.3409 -4.6197
O -0.4193 3.8637 4.2991
C 0.6671 3.0444 4.7377
C 0.5459 1.6886 4.0212
O -0.5297 0.9051 4.4196
H -0.9040 4.2387 5.0350
H 1.6724 3.5033 4.4670
H 0.5333 2.8564 5.8318
H 1.3682 1.0640 4.2810
H 0.6270 1.8333 2.9468
H -1.3580 1.4004 4.2180
O -3.0503 4.3477 -2.3624
C -3.2652 3.0169 -1.9059
C -4.4284 2.2805 -2.6958
O -4.1438 2.1955 -4.1078
H -2.1069 4.4169 -2.3197
H -2.3132 2.4663 -2.1035
H -3.6090 2.9700 -0.8709
H -5.2976 2.9199 -2.5258
H -4.6353 1.2691 -2.4486
H -3.7354 2.9966 -4.3978
C 4.0323 -2.9583 2.8610
C 4.1348 -2.1868 1.5665
O 2.9889 -1.3641 1.3214
H 4.9299 -3.6088 3.0575
H 3.1439 -3.5714 2.8326
H 3.8776 -2.3565 3.7690
H 4.2393 -2.8320 0.6914
H 4.9878 -1.5123 1.5417
H 2.1753 -1.8886 1.4359
C -0.7462 1.4044 0.2847
C 0.1614 2.5231 -0.1475
O 1.1255 2.0786 -1.1308
H -0.1958 0.7186 0.9906
H -1.0222 0.7894 -0.5778
H -1.7305 1.6851 0.8551
H 0.6692 2.8152 0.7325
H -0.3631 3.4657 -0.4875
H 1.9867 1.8005 -0.7564
```

Computed properties:
HOMO-LUMO gap: 9.88 eV
E: -2612.6895 Eh
2S+1: 1
energy above the lowest of the compared OMol25 structures with the same formula, charge and spin: 89.9 kJ/mol
SMILES: OCCO.OCCO.OCCO.OCCO.OCCO.OCCO.OCCO.OCCO.OCCO.OCCO.CCO.CCO